No. 1
DFT (the ωB97M-V functional and the def2-TZVPD basis) results for a 10-piece molecular cluster, C14H48N8O15 overall at a distorted geometry.

Values from the calculation:
Energy, eV: -57931.796
E_HOMO, Ha: -0.34516
LUMO, eV: 0.2
Energy above the lowest of the compared OMol25 structures with the same formula, charge and spin, eV: 0.000
Orbital gap, eV: 9.5600

Last column: Löwdin charge in e.
CARTESIAN COORDINATES (ANGSTROEM)
C  4.169  -2.329  -0.985  -0.691
O  4.694  -1.763  -1.944  -0.002
N  2.904  -2.033  -0.586  0.164
N  4.799  -3.313  -0.295  0.158
H  2.321  -1.382  -1.093  0.074
H  2.450  -2.551  0.165  0.046
H  4.349  -3.823  0.443  0.084
H  5.713  -3.583  -0.607  0.101
C  -2.028  3.545  1.070  -0.683
O  -3.173  3.278  1.421  0.001
N  -1.564  3.206  -0.161  0.159
N  -1.127  4.232  1.848  0.150
H  -0.593  3.299  -0.457  0.044
H  -2.229  2.754  -0.761  0.088
H  -0.257  4.552  1.470  0.088
H  -1.517  4.576  2.706  0.097
C  2.103  3.360  -1.563  -0.609
O  1.089  2.932  -0.979  -0.032
N  3.322  2.795  -1.467  0.193
N  2.030  4.377  -2.460  0.164
H  4.086  3.174  -1.995  0.106
H  3.537  2.052  -0.796  0.063
H  1.129  4.792  -2.614  0.109
H  2.769  4.554  -3.112  0.100
C  1.912  -2.863  3.053  -0.636
O  1.882  -3.139  1.853  0.000
N  3.061  -2.964  3.785  0.156
N  0.872  -2.311  3.720  0.175
H  3.104  -2.757  4.766  0.095
H  3.792  -3.556  3.434  0.103
H  1.032  -1.949  4.642  0.099
H  -0.077  -2.291  3.397  0.103
C  -1.387  1.136  -5.301  -0.248
C  -0.950  0.702  -3.902  -0.279
O  -1.565  -0.491  -3.511  -0.047
O  -1.085  0.161  -6.287  -0.058
H  -0.790  2.022  -5.533  0.114
H  -2.436  1.439  -5.304  0.118
H  -1.271  1.579  -3.295  0.107
H  0.132  0.756  -3.731  0.119
H  -1.124  -0.774  -2.699  0.043
H  -1.833  -0.443  -6.323  0.083
C  5.932  1.125  1.932  -0.250
C  5.346  1.035  0.544  -0.223
O  3.919  1.072  0.571  -0.095
O  7.331  0.959  1.896  -0.054
H  5.432  0.381  2.558  0.115
H  5.690  2.081  2.414  0.124
H  5.735  0.240  -0.102  0.126
H  5.602  1.874  -0.117  0.117
H  3.557  0.172  0.596  0.087
H  7.753  1.314  2.679  0.084
C  -3.837  -1.839  3.449  -0.226
C  -5.317  -1.537  3.713  -0.271
O  -5.540  -0.482  4.597  -0.045
O  -3.322  -0.856  2.543  -0.094
H  -3.679  -2.832  3.019  0.115
H  -3.261  -1.735  4.368  0.115
H  -5.732  -2.459  4.137  0.117
H  -5.841  -1.405  2.760  0.117
H  -5.374  0.364  4.170  0.094
H  -3.634  -1.073  1.657  0.035
C  -0.247  -0.077  -0.153  -0.204
C  -0.509  -1.547  0.046  -0.215
O  -1.356  -2.015  -1.001  -0.066
O  0.960  0.166  -0.899  -0.096
H  -0.318  0.472  0.789  0.128
H  -1.034  0.320  -0.804  0.098
H  -1.009  -1.684  1.014  0.106
H  0.382  -2.171  0.167  0.088
H  -2.000  -2.603  -0.602  0.093
H  1.121  1.120  -0.760  0.037
C  -5.552  0.932  -0.594  -0.195
C  -4.225  0.204  -0.717  -0.216
O  -4.395  -1.158  -0.298  -0.086
O  -6.458  0.416  -1.608  -0.088
H  -5.530  1.970  -0.925  0.123
H  -6.040  0.845  0.376  0.121
H  -3.569  0.645  0.041  0.104
H  -3.720  0.281  -1.678  0.119
H  -4.930  -1.629  -0.944  0.091
H  -6.864  -0.409  -1.329  0.069
O  0.508  -4.071  -2.362  -0.058
H  0.533  -3.121  -2.206  0.005
H  1.250  -4.243  -2.951  0.035


No. 2
DFT (the ωB97M-V functional and the def2-TZVPD basis) results for a 10-piece molecular cluster, C14H48O10 overall at a distorted geometry.

Values from the calculation:
Energy, eV: -35767.636
E_HOMO, Ha: -0.35207
LUMO, eV: 0.1
Energy above the lowest of the compared OMol25 structures with the same formula, charge and spin, eV: 3.332
Orbital gap, eV: 9.6394

Last column: Löwdin charge in e.
CARTESIAN COORDINATES (ANGSTROEM)
C  -29.063  -2.593  4.099  -0.200
O  -28.666  -3.825  3.587  -0.120
H  -29.997  -2.857  4.595  0.079
H  -28.399  -2.182  4.860  0.064
H  -29.209  -1.766  3.404  0.073
H  -27.751  -3.724  3.313  0.032
C  -28.422  -7.136  1.146  -0.152
O  -29.271  -8.012  0.412  -0.128
H  -27.407  -7.503  0.997  0.061
H  -28.490  -6.089  0.852  0.082
H  -28.709  -7.246  2.192  0.064
H  -29.415  -8.796  0.946  0.068
C  -21.815  -2.157  -0.859  -0.164
O  -22.133  -1.201  0.131  -0.111
H  -21.115  -2.968  -0.659  0.073
H  -22.790  -2.543  -1.157  0.083
H  -21.453  -1.702  -1.781  0.077
H  -22.780  -0.616  -0.271  0.080
C  -18.716  -6.347  -0.087  -0.171
O  -19.653  -5.472  0.515  -0.116
H  -19.186  -7.105  -0.713  0.067
H  -17.943  -5.878  -0.696  0.075
H  -18.192  -7.002  0.610  0.073
H  -20.507  -5.653  0.116  0.017
C  -24.619  -0.222  2.324  -0.144
O  -24.507  -1.605  2.151  -0.158
H  -23.872  0.197  2.999  0.092
H  -24.627  0.303  1.370  0.076
H  -25.631  -0.136  2.718  0.086
H  -23.594  -1.773  1.906  0.051
C  -25.766  -8.649  4.973  -0.049
C  -27.108  -9.298  5.088  -0.577
C  -27.841  -9.094  6.360  -0.051
O  -27.844  -8.723  4.086  -0.053
H  -25.042  -9.226  5.548  0.085
H  -25.840  -7.628  5.346  0.088
H  -25.492  -8.608  3.919  0.057
H  -27.005  -10.353  4.835  0.144
H  -27.810  -8.041  6.640  0.085
H  -27.222  -9.623  7.085  0.091
H  -28.899  -9.324  6.235  0.094
H  -28.048  -7.880  4.498  0.087
C  -24.180  -9.691  1.198  -0.056
C  -23.718  -10.435  -0.058  -0.523
C  -24.665  -11.683  -0.183  -0.058
O  -23.642  -9.729  -1.200  -0.015
H  -23.407  -9.010  1.554  0.071
H  -24.513  -10.319  2.024  0.074
H  -25.036  -9.047  0.996  0.069
H  -22.720  -10.833  0.127  0.135
H  -24.692  -12.253  0.745  0.070
H  -24.455  -12.320  -1.042  0.070
H  -25.716  -11.445  -0.348  0.072
H  -24.497  -9.478  -1.559  0.106
C  -23.160  -4.473  1.566  -0.046
C  -23.790  -5.825  1.318  -0.504
C  -25.004  -6.134  2.335  -0.015
O  -24.283  -5.853  0.059  -0.029
H  -22.917  -4.419  2.627  0.093
H  -23.862  -3.649  1.441  0.061
H  -22.327  -4.215  0.912  0.054
H  -23.036  -6.580  1.540  0.122
H  -25.317  -7.178  2.316  0.033
H  -25.835  -5.485  2.060  0.069
H  -24.799  -5.745  3.332  0.067
H  -23.512  -5.860  -0.512  0.034
O  -25.887  -3.112  4.044  -0.045
H  -25.450  -2.902  3.219  0.003
H  -25.689  -2.371  4.616  0.046
O  -21.934  -5.876  -1.438  -0.014
H  -21.936  -5.196  -2.111  0.071
H  -21.546  -6.638  -1.868  0.073


No. 3
DFT (the ωB97M-V functional and the def2-TZVPD basis) results for a 10-piece molecular cluster, C14H49NO11P overall at a distorted geometry.

Values from the calculation:
Energy, eV: -48608.982
E_HOMO, Ha: -0.14153
LUMO, eV: 2.0
Energy above the lowest of the compared OMol25 structures with the same formula, charge and spin, eV: 0.538
Orbital gap, eV: 5.8844
Total charge: -1

Last column: Löwdin charge in e.
CARTESIAN COORDINATES (ANGSTROEM)
C  0.858  4.171  -0.082  -0.070
C  2.269  3.752  0.153  -0.518
N  3.029  4.560  0.760  0.105
C  2.661  2.417  -0.379  -0.264
P  3.432  1.160  0.873  0.485
O  2.922  1.996  2.309  -0.349
C  2.241  1.034  3.077  -0.321
C  1.214  0.471  2.102  -0.285
O  1.912  0.232  0.905  -0.373
H  0.170  3.615  0.545  0.071
H  0.602  3.907  -1.104  0.068
H  0.737  5.240  0.017  0.062
H  3.950  4.120  0.846  0.028
H  1.800  1.952  -0.835  0.049
H  3.390  2.559  -1.166  0.066
H  4.103  0.194  1.716  -0.012
H  4.696  1.893  0.756  -0.027
H  3.780  0.353  -0.293  -0.021
H  1.745  1.577  3.888  0.101
H  2.857  0.299  3.588  0.088
H  0.574  1.339  1.936  0.100
H  0.732  -0.394  2.550  0.107
C  -0.371  -0.886  -2.201  -0.155
O  -0.530  -1.059  -0.799  -0.132
H  -0.892  -1.694  -2.706  0.048
H  -0.803  0.068  -2.523  0.079
H  0.690  -0.918  -2.472  0.068
H  -0.055  -0.337  -0.366  0.050
C  4.178  1.789  6.462  -0.162
O  3.285  0.684  6.419  -0.134
H  4.974  1.599  5.747  0.080
H  3.670  2.715  6.181  0.077
H  4.614  1.903  7.461  0.067
H  2.575  0.853  7.048  0.039
C  -3.073  -3.084  -4.295  -0.145
O  -2.068  -2.141  -4.659  -0.141
H  -2.630  -3.812  -3.624  0.062
H  -3.894  -2.576  -3.781  0.073
H  -3.457  -3.599  -5.182  0.067
H  -2.470  -1.501  -5.256  0.071
C  -4.166  -6.305  -1.544  -0.147
O  -3.519  -5.933  -2.758  -0.130
H  -3.928  -5.558  -0.794  0.065
H  -5.249  -6.337  -1.683  0.079
H  -3.805  -7.279  -1.203  0.075
H  -3.734  -6.599  -3.419  0.075
C  -4.356  -2.505  -0.760  -0.147
O  -5.590  -2.798  -1.423  -0.142
H  -3.676  -3.334  -0.927  0.061
H  -3.912  -1.595  -1.167  0.080
H  -4.518  -2.386  0.314  0.079
H  -6.183  -2.056  -1.270  0.068
C  -0.617  -0.629  7.746  -0.152
O  0.369  0.364  7.495  -0.128
H  -0.193  -1.348  8.442  0.077
H  -1.512  -0.187  8.193  0.073
H  -0.891  -1.147  6.824  0.080
H  -0.006  0.998  6.873  0.083
C  -0.594  5.932  2.755  -0.156
O  -1.824  5.706  2.063  -0.137
H  0.089  5.127  2.500  0.064
H  -0.151  6.882  2.447  0.077
H  -0.761  5.933  3.836  0.071
H  -2.422  6.425  2.291  0.062
C  -1.641  -3.318  -7.861  -0.158
O  -2.531  -2.204  -7.845  -0.132
H  -0.707  -2.997  -7.409  0.082
H  -2.046  -4.149  -7.278  0.070
H  -1.450  -3.648  -8.885  0.072
H  -3.363  -2.484  -8.240  0.074
C  3.561  0.319  -3.432  -0.169
O  2.646  1.406  -3.377  -0.139
H  4.474  0.634  -2.934  0.073
H  3.163  -0.553  -2.907  0.067
H  3.791  0.050  -4.470  0.067
H  1.831  1.128  -3.807  0.066